# C43H42Cl4N3O4PSZn

A molecular structure, C43H42Cl4N3O4PSZn (the ωB97M-V functional and the def2-TZVPD basis, the Open Molecules 2025 dataset).

Properties
- Highest occupied orbital energy: -1.9 eV
- Frontier orbital gap: 0.224 hartree
- E_LUMO: 4.23 eV
- Relative energy (zero: lowest compared OMol25 entry of this formula, charge and spin): 0.000 eV
- Total charge: -2

Structure (XYZ):
```
99
Properties=species:S:1:pos:R:3:forces:R:3:mulliken_charge:R:1
Zn 0.3814 -0.2416 -0.2044 0.131 0.031 -0.124 3.31
C -3.0686 2.5692 3.1615 0.007 0.008 0.020 -1.85
C -2.2558 1.3586 2.7034 -0.011 -0.053 -0.002 0.32
C -3.1418 0.5063 1.7897 0.003 -0.010 -0.007 -1.20
P -0.6380 1.6210 1.8052 0.018 -0.040 0.016 0.74
C 0.5313 2.4172 3.0230 0.000 0.012 -0.009 1.60
C 1.5776 3.2219 2.2566 0.008 0.031 0.006 -1.40
C -0.0004 3.2033 4.2186 0.010 -0.002 0.005 -1.82
C -1.1045 2.8536 0.5574 -0.018 0.065 0.116 -0.19
C -1.4496 4.1665 0.8719 -0.004 0.003 -0.032 -0.45
C -1.9579 5.0706 -0.0483 -0.024 0.008 -0.003 0.60
C -2.3177 6.4823 0.3354 0.003 -0.017 -0.011 -1.74
C -2.1577 4.5867 -1.3414 0.006 -0.022 0.014 -1.29
C -1.8134 3.3025 -1.7022 -0.023 0.027 -0.001 -0.64
C -1.2156 2.3895 -0.7867 0.050 -0.003 -0.091 -0.14
N -0.7994 1.1547 -1.1721 -0.076 -0.035 -0.056 1.05
C -0.9924 0.7862 -2.5249 0.010 -0.022 0.046 -0.27
C -0.1818 1.2785 -3.5584 -0.013 -0.004 0.006 1.65
C 0.8021 2.3870 -3.3148 0.012 -0.029 -0.032 -2.19
C -0.3051 0.7343 -4.8343 -0.002 0.022 -0.017 -0.75
C -1.2234 -0.2630 -5.1262 0.000 -0.003 -0.019 0.64
C -1.2655 -0.9014 -6.4897 -0.005 -0.001 0.017 -1.60
C -2.0702 -0.6878 -4.1088 0.002 0.017 0.014 -0.72
C -1.9767 -0.1712 -2.8228 0.002 -0.016 -0.023 0.41
C -2.9171 -0.6253 -1.7414 0.010 0.023 -0.009 -1.04
H -3.9506 2.2215 3.7114 -0.002 0.010 -0.005 0.51
H -3.4215 3.1346 2.2968 0.008 0.004 -0.006 0.33
H -2.5186 3.2491 3.8088 -0.014 0.001 -0.008 0.31
H -1.9756 0.7538 3.5758 -0.003 -0.003 -0.004 0.72
H -3.4045 1.0814 0.8958 -0.009 0.009 0.008 0.19
H -4.0702 0.2345 2.3031 0.006 0.013 0.002 0.59
H -2.6395 -0.4033 1.4668 0.012 -0.009 0.009 -0.14
H 1.0379 1.5316 3.4254 0.002 0.010 -0.002 -0.32
H 1.1456 4.1445 1.8601 0.018 -0.006 0.004 0.20
H 1.9876 2.6578 1.4208 0.022 -0.028 -0.034 0.27
H 2.4054 3.4888 2.9216 -0.006 -0.008 0.006 0.42
H -0.5095 4.1218 3.9174 0.010 0.002 -0.004 0.22
H 0.8416 3.4920 4.8570 -0.006 -0.006 0.005 0.50
H -0.6864 2.6109 4.8262 -0.007 0.015 -0.002 0.35
H -1.3237 4.4971 1.8984 -0.007 -0.009 0.010 0.07
H -2.0077 6.6927 1.3608 -0.004 0.004 0.001 0.38
H -3.3963 6.6619 0.2745 0.003 0.007 0.002 0.29
H -1.8307 7.2163 -0.3135 0.001 0.005 0.007 0.34
H -2.5907 5.2401 -2.0956 -0.001 0.002 0.002 0.30
H -1.9839 2.9818 -2.7219 0.000 -0.008 0.002 0.48
H 1.0410 2.4760 -2.2579 0.012 0.007 0.022 0.05
H 0.3808 3.3432 -3.6411 0.012 0.000 -0.001 0.51
H 1.7305 2.2115 -3.8593 -0.007 0.010 -0.001 0.53
H 0.3627 1.0877 -5.6162 0.002 0.001 0.009 0.35
H -1.0689 -0.1713 -7.2780 -0.001 -0.003 0.000 0.41
H -2.2384 -1.3589 -6.6815 -0.002 0.004 -0.005 0.38
H -0.5046 -1.6836 -6.5703 -0.007 0.001 -0.005 0.14
H -2.8126 -1.4548 -4.3158 0.001 0.003 0.002 0.28
H -3.5669 -1.4245 -2.1054 -0.004 -0.002 -0.005 0.42
H -3.5424 0.2082 -1.4096 0.001 -0.012 0.009 0.39
H -2.3839 -0.9748 -0.8562 -0.008 -0.003 0.002 -0.22
Cl -1.2354 -3.2138 5.7095 -0.004 0.001 0.000 -0.28
C -0.3660 -2.4328 4.4209 0.025 0.004 -0.003 0.46
C 0.8893 -1.9093 4.6427 -0.028 0.008 -0.012 0.15
Cl 1.6208 -2.0057 6.2174 0.002 -0.002 0.006 -0.27
C 1.5794 -1.2923 3.5829 0.001 0.001 -0.006 1.04
Cl 3.1705 -0.6289 3.8371 -0.008 -0.007 -0.006 -0.25
C 1.0421 -1.1878 2.3013 -0.006 0.000 -0.005 -0.67
O 1.6643 -0.6500 1.3023 -0.004 -0.011 0.034 -1.15
C -0.2937 -1.7106 2.0762 0.001 -0.006 -0.067 -1.19
O -0.8002 -1.5847 0.8937 -0.008 -0.043 0.066 -0.83
C -0.9438 -2.3303 3.1421 -0.006 0.010 0.025 0.28
Cl -2.5157 -3.0173 2.8313 0.001 -0.002 0.006 -0.26
O 3.9429 1.5976 -2.6371 0.044 0.048 -0.014 -0.77
S 3.4160 0.9320 -1.4590 -0.050 0.014 0.024 1.43
O 3.0643 1.7703 -0.3424 -0.023 0.000 -0.006 -0.84
N 2.1873 -0.0356 -1.7393 -0.026 0.118 0.117 0.26
C 2.1359 -0.8252 -2.8554 -0.024 -0.036 -0.064 -0.20
C 2.9288 -0.7560 -3.9946 0.040 -0.006 -0.012 -0.53
C 2.7408 -1.6302 -5.0796 -0.022 -0.019 0.006 -0.99
C 1.7820 -2.6028 -5.0743 0.001 -0.003 0.011 -0.57
C 0.9560 -2.7298 -3.9322 0.010 -0.006 0.000 1.48
C -0.0317 -3.7316 -3.8168 0.001 0.004 -0.002 -0.86
C -0.7702 -3.8322 -2.6747 0.003 0.010 -0.021 -1.27
C -0.5512 -2.9002 -1.6432 -0.016 0.006 0.012 -0.29
N 0.3359 -1.9394 -1.7361 -0.003 -0.015 0.079 0.77
C 1.1162 -1.8494 -2.8405 0.004 0.003 -0.033 -1.05
C 4.7277 -0.1383 -0.9005 -0.061 -0.024 0.045 -0.04
C 5.8074 -0.4164 -1.7229 0.032 0.000 -0.017 -0.24
C 6.8064 -1.2720 -1.2717 -0.020 0.015 -0.015 -0.64
C 6.7156 -1.8348 -0.0072 0.021 -0.005 0.011 -0.47
C 5.6269 -1.5475 0.8098 0.015 -0.004 0.005 -0.54
C 4.6233 -0.7004 0.3672 0.076 -0.048 -0.065 0.22
H 3.6858 0.0096 -4.0628 -0.023 -0.028 0.001 0.55
H 3.3852 -1.5177 -5.9453 0.003 0.005 0.001 0.34
H 1.6458 -3.2791 -5.9106 0.006 0.001 0.000 0.39
H -0.1807 -4.4168 -4.6453 0.000 -0.004 0.001 0.36
H -1.5250 -4.5979 -2.5505 0.001 -0.002 0.002 0.47
H -1.1154 -2.9253 -0.7187 0.011 -0.005 -0.003 0.49
H 5.8604 0.0492 -2.6980 0.003 -0.005 0.010 0.39
H 7.6533 -1.4967 -1.9097 0.000 0.001 0.003 0.37
H 7.4957 -2.5008 0.3444 -0.003 0.000 0.001 0.35
H 5.5517 -1.9862 1.7976 -0.009 0.000 -0.006 0.42
H 3.7539 -0.4913 0.9773 -0.074 0.031 0.046 -0.29
```
Positions in Å, forces in eV/Å.

***

# C43H43BrEuN3O7PS4

A molecular structure, C43H43BrEuN3O7PS4 in a non-equilibrium geometry (the ωB97M-V functional and the def2-TZVPD basis, the Open Molecules 2025 dataset).

Properties
- Highest occupied orbital energy (alpha / beta): -0.8 / -1.5 eV
- Frontier orbital gap (alpha / beta): 0.152 / 0.179 hartree
- E_LUMO (alpha / beta): 3.39 / 3.39 eV
- Spin multiplicity: 8
- Relative energy (zero: lowest compared OMol25 entry of this formula, charge and spin): 3.529 eV
- Total charge: -2

Structure (XYZ):
```
103
Properties=species:S:1:pos:R:3:forces:R:3:mulliken_charge:R:1
Eu 1.2090 0.6791 1.6976 -1.289 1.008 -0.298 0.68
O 1.1223 1.7020 -0.4687 0.348 -0.476 -0.239 -0.11
N 1.9790 2.1036 -1.3743 -0.630 -0.076 0.082 0.52
C 3.2854 1.6987 -1.2743 0.000 0.029 -1.274 0.02
C 4.2648 2.4116 -1.9924 -0.676 -0.355 1.211 -0.89
C 3.8663 3.5588 -2.7172 -1.129 -0.209 -0.577 -0.21
C 2.4883 3.8264 -2.8826 1.943 -1.509 0.324 -0.70
C 1.4687 2.9736 -2.3442 1.638 1.625 0.574 -0.07
S -0.1414 3.3627 -2.5712 -0.375 -0.470 0.029 -0.37
H 3.4322 0.7087 -0.7447 -0.094 1.587 -0.268 0.21
H 5.2928 2.1231 -1.7710 -0.156 0.154 -0.543 0.34
H 4.5805 4.1763 -3.2903 -0.271 -0.311 0.666 0.30
H 2.1838 4.6884 -3.4321 -0.270 0.277 -0.348 0.41
S -2.1485 2.4741 6.0546 -0.793 0.696 -0.582 -0.48
C -1.0674 1.5951 6.9995 0.483 -0.556 -0.612 0.95
C -1.1836 1.3790 8.3569 0.602 -1.627 0.261 -0.76
C -0.1831 0.5351 8.8563 -0.914 0.920 1.024 -0.38
C 0.9195 0.1568 8.1141 1.305 -1.101 0.959 -0.50
C 1.0001 0.2983 6.7540 -0.909 1.618 -0.693 -0.58
C -0.0413 1.0445 6.1504 0.388 0.819 0.949 -0.30
N -0.0732 1.5001 4.8399 -0.757 -0.466 0.586 0.00
C -1.1601 2.1980 4.6389 0.996 -0.765 -0.988 0.44
C -1.6460 2.6183 3.3336 -0.929 0.998 -2.254 0.59
C -2.7068 3.5188 3.3385 -0.079 0.454 -1.233 -1.40
C -3.3380 3.9204 2.1393 0.612 -0.660 -0.282 -0.85
C -2.9038 3.4293 0.9000 1.262 -1.144 1.639 -0.71
C -1.7682 2.5468 0.8849 -2.118 1.739 -1.296 -0.33
C -1.1609 2.1949 2.0380 2.614 -1.691 2.979 0.95
H -2.0483 1.6872 8.9657 0.577 -0.030 -0.444 0.33
H -0.2392 0.1918 9.8841 0.109 0.268 0.102 0.34
H 1.7685 -0.2396 8.7192 -0.698 -0.131 -0.840 0.29
H 1.8489 0.0596 6.1449 0.318 -0.397 -0.072 0.44
H -2.9234 4.0307 4.2471 -0.716 0.359 0.683 0.35
H -4.1710 4.5971 2.1217 -0.251 0.377 0.367 0.33
H -3.4081 3.7248 0.0127 -0.339 0.202 -0.747 0.45
H -1.3720 2.2115 -0.0841 -0.136 0.228 0.347 0.25
O -1.7160 -2.3661 0.9678 -1.457 -1.530 -0.598 -0.67
S -0.4199 -1.8818 1.2654 1.473 2.657 0.223 1.08
O -0.4325 -0.9772 2.4239 0.185 -1.231 0.614 -0.52
O 0.2167 -1.1255 0.1699 0.069 -1.161 0.227 -0.08
C 0.6378 -3.3430 1.6927 0.987 1.844 -0.613 -0.26
C -0.0801 -4.5023 1.5588 0.203 -1.422 0.771 -0.57
C 0.4574 -5.6702 2.1125 1.127 0.203 -0.398 -0.53
C 1.7765 -5.6490 2.6719 -1.908 -0.802 0.002 -0.56
C 2.5816 -4.5212 2.6202 -0.655 1.226 -0.971 -0.71
C 2.0301 -3.3202 2.0777 -1.767 -1.338 1.361 0.18
S 3.0502 -1.8629 2.2143 -0.991 2.034 -1.744 1.26
O 4.3047 -2.2943 2.7470 0.911 -0.559 0.190 -0.74
O 3.0412 -1.3914 0.7979 0.413 -0.160 1.638 -0.64
O 2.4154 -0.8278 3.0902 0.818 -1.796 -0.173 -0.36
H -1.0858 -4.4763 1.1289 0.454 0.054 0.245 0.45
H -0.1137 -6.6069 2.0003 0.424 0.461 0.482 0.33
H 2.0089 -6.5394 3.2640 0.609 0.227 -0.474 0.31
H 3.6318 -4.4740 2.9186 -0.504 -0.206 0.207 0.50
C -3.5595 -3.1955 -4.4661 -0.357 -0.928 2.957 -1.68
C -3.5281 -1.9944 -3.4619 0.743 -0.284 -1.012 2.51
C -3.3026 -2.3673 -1.9504 -0.909 1.008 -0.392 -1.97
C -4.8280 -1.2194 -3.4024 -0.403 -0.705 -2.056 -2.14
P -2.0546 -0.9023 -3.9707 0.219 1.493 2.478 -0.44
C -0.5623 -1.9266 -3.7386 -0.427 -1.476 -1.511 -0.18
C 0.3230 -1.6109 -2.6924 -0.291 -0.396 -0.872 0.17
C 1.5198 -2.3424 -2.5885 1.075 0.232 1.348 0.17
C 1.7999 -3.4003 -3.4406 -1.195 -0.136 -0.442 -0.75
C 0.8532 -3.7417 -4.4246 -0.361 -0.603 -0.179 -0.52
C -0.3206 -3.0381 -4.6582 1.191 1.326 2.601 -0.43
C -1.9454 -0.1950 -5.6873 1.134 0.773 -1.199 1.69
C -2.1332 1.3425 -5.4064 0.570 -0.212 1.278 -1.67
C -2.9450 -0.6490 -6.8030 -0.278 -0.681 1.721 -1.53
C -0.4533 -0.2001 -6.2792 -0.737 -3.289 0.721 -1.69
H -4.4876 -3.3112 -5.0000 -0.618 -0.172 0.073 0.34
H -3.3298 -4.0604 -3.7868 -0.537 0.106 -1.031 0.32
H -2.7889 -3.1871 -5.1810 0.719 0.229 -0.785 0.10
H -4.2513 -2.8625 -1.5889 1.173 0.081 -0.298 0.56
H -3.2249 -1.4137 -1.3622 0.082 -0.850 -0.488 0.27
H -2.4084 -2.9361 -1.7663 0.221 -0.394 0.149 0.43
H -5.5134 -1.7214 -2.7610 -0.665 -0.567 0.577 0.59
H -5.3627 -1.0932 -4.3622 0.456 -0.020 0.099 0.36
H -4.6689 -0.2761 -2.9989 0.326 1.900 0.805 0.49
H 0.0530 -0.8484 -1.9442 0.297 -0.346 -0.625 0.56
H 2.2324 -2.1057 -1.7433 -0.954 -0.221 -0.969 0.23
H 2.6180 -4.1109 -3.3446 0.180 0.557 0.319 0.35
H 0.9704 -4.7044 -4.9128 0.272 0.107 -0.369 0.31
H -1.0571 -3.3866 -5.3715 0.341 0.242 -0.013 0.30
H -3.0185 1.5674 -4.7858 0.351 -0.160 -0.183 0.41
H -2.2236 1.8707 -6.3278 -0.179 0.439 -1.050 0.56
H -1.2191 1.7831 -4.8873 -1.235 -0.709 -0.338 0.18
H -3.7820 0.0060 -6.6452 -0.707 0.377 -0.448 0.41
H -3.3851 -1.6757 -6.6309 0.898 0.878 -0.512 0.21
H -2.5258 -0.5051 -7.7948 -0.064 -0.152 -0.114 0.39
H 0.3187 -0.3184 -5.4885 -0.519 0.571 -0.428 0.21
H -0.3539 0.7103 -6.8289 0.381 0.388 -0.567 0.62
H -0.3097 -1.1575 -6.9184 -0.194 1.668 0.665 0.31
Br 4.8072 6.1177 4.9555 0.173 0.047 0.033 -0.21
C 4.0354 4.6168 4.1051 -1.075 0.143 -1.063 0.43
C 4.3252 3.3356 4.5422 1.716 -0.711 0.619 -0.74
C 3.6923 2.2657 3.9192 -0.787 1.172 -0.918 -0.29
N 2.8434 2.4655 2.8845 0.423 -0.920 0.450 0.07
C 2.6176 3.6771 2.4237 -0.390 1.684 -0.296 -0.04
C 3.1455 4.8315 3.0248 1.385 -1.318 0.991 -0.89
H 5.2107 3.1215 5.2290 -1.669 0.486 -0.637 0.28
H 3.8429 1.2439 4.2176 0.084 -0.274 0.017 0.54
H 1.9626 3.8387 1.5311 0.477 -0.630 0.771 0.34
H 3.0418 5.8075 2.6018 -0.391 0.358 -0.059 0.47
```
Positions in Å, forces in eV/Å.

***

> What is the formula in the second record?

C43H43BrEuN3O7PS4

***

> The lowest relative energy (zero: lowest compared OMol25 entry of this formula, charge and spin) belongs to which entry?

C43H42Cl4N3O4PSZn

***

> The lowest relative energy (zero: lowest compared OMol25 entry of this formula, charge and spin) belongs to which entry?

C43H42Cl4N3O4PSZn

***

> relative energy (zero: lowest compared OMol25 entry of this formula, charge and spin) of number 2 (C43H43BrEuN3O7PS4)?

3.529 eV